No. 1
Below is C29H21F6MnN7O4S3 as an isolated structure, with properties calculated with wB97M-V/def2-TZVPD.

Results
Gap between HOMO and LUMO (spin up / spin down) (eV): 6.353 / 6.230
Spin multiplicity: 2
Relative energy (zero: lowest compared OMol25 entry of this formula, charge and spin) (kJ/mol): 0.00
HOMO (spin up / spin down) (eV): -6.523 / -6.442
Calculated total energy (Eh): -4746.79592
⟨S²⟩: 1.148
F_max (hartree/bohr): 0.0158

Structure (XYZ):
```
71
Properties=species:S:1:pos:R:3:mulliken_spin:R:1
Mn 0.2620 -0.0036 -0.1044 1.00
C -2.0251 -3.7945 -0.0045 0.00
C -1.1371 -2.7723 0.3724 0.01
N -1.2211 -1.5513 -0.0897 0.02
C -2.2105 -1.2529 -0.9769 0.02
C -3.0882 -2.2254 -1.4877 -0.01
C -2.9789 -3.5247 -0.9436 0.00
C -3.9781 -1.8732 -2.5286 0.00
C -3.9271 -0.6171 -3.0469 0.00
C -3.0603 0.3720 -2.5419 0.00
C -2.2371 0.1037 -1.4643 -0.01
N -1.3278 0.9196 -0.8412 -0.03
C -1.2955 2.2779 -0.9074 0.01
C -2.2735 3.1670 -1.3382 0.00
C -2.0532 4.5555 -1.2894 0.00
C -0.8915 5.1031 -0.8228 0.00
C 0.1199 4.2446 -0.3353 0.00
C 1.3536 4.6957 0.1870 0.00
C 2.2675 3.7981 0.6559 0.00
C 1.9549 2.4282 0.6245 0.01
N 0.8197 1.9748 0.1444 -0.04
C -0.0930 2.8535 -0.3593 0.01
H -1.9119 -4.7844 0.4144 0.00
H -0.3088 -2.9808 1.0411 0.00
H -3.6462 -4.3030 -1.2946 0.00
H -4.6554 -2.6159 -2.9300 0.00
H -4.5645 -0.3675 -3.8862 0.00
H -3.0023 1.3284 -3.0361 0.00
H -3.2161 2.7962 -1.7065 0.00
H -2.8380 5.2122 -1.6451 0.00
H -0.7366 6.1740 -0.8183 0.00
H 1.5630 5.7588 0.2057 0.00
H 3.2222 4.1196 1.0482 0.00
H 2.6493 1.6858 0.9997 0.00
F 3.1416 -3.8598 -2.1890 0.00
C 2.9459 -2.7644 -2.9369 0.00
F 3.5528 -2.9404 -4.1070 0.00
F 3.5178 -1.7311 -2.3159 0.00
S 1.1363 -2.4949 -3.1567 0.00
O 0.6471 -2.3159 -1.8151 0.00
O 0.7124 -3.6289 -3.9128 0.00
N 1.0548 -1.1957 -4.0353 0.00
S 0.9090 0.2597 -3.4841 0.00
O -0.2111 0.9506 -4.0378 0.00
O 1.1576 0.4172 -2.0563 0.01
C 2.3627 1.0993 -4.2385 0.00
F 3.5089 0.5210 -3.8873 0.00
F 2.3838 2.3681 -3.8221 0.00
F 2.2621 1.0828 -5.5639 0.00
C 3.5137 -3.6618 1.7819 0.00
N 2.6418 -2.8362 2.6017 0.00
C 2.3064 -3.0567 3.9242 0.00
C 1.4707 -2.0731 4.2943 0.00
N 1.2946 -1.2453 3.1886 0.00
C 2.0275 -1.7225 2.1376 0.01
S 2.2385 -1.1356 0.5827 -0.01
C 0.5110 -0.0577 3.2262 0.00
C 0.5830 0.7430 4.3563 0.00
C -0.2744 1.8287 4.4350 0.00
C -1.1644 2.0580 3.3986 0.00
C -1.1294 1.2161 2.3003 0.01
N -0.2902 0.1817 2.2020 -0.01
H 3.8186 -4.5238 2.3690 0.00
H 4.3883 -3.0921 1.4730 0.00
H 2.9809 -3.9809 0.8872 0.00
H 2.6760 -3.9020 4.4754 0.00
H 0.9543 -1.9004 5.2201 0.00
H 1.2980 0.5207 5.1355 0.00
H -0.2460 2.4832 5.2959 0.00
H -1.8619 2.8829 3.4210 0.00
H -1.7831 1.3668 1.4508 0.00
```



No. 2
Below is a 2-piece molecular cluster, C3H9O2S overall at a distorted geometry, with properties calculated with wB97M-V/def2-TZVPD.

Results
Gap between HOMO and LUMO (eV): 7.072
Charge: -1
Relative energy (zero: lowest compared OMol25 entry of this formula, charge and spin) (kJ/mol): 66.55
HOMO (eV): -3.713
Calculated total energy (Eh): -668.36847
F_max (hartree/bohr): 0.0332

Structure (XYZ):
```
15
Properties=species:S:1:pos:R:3:mulliken_charge:R:1
C 0.4555 -1.1634 0.4374 -0.64
O 1.1254 -0.1207 0.9860 -0.82
C -0.5511 -0.7393 -0.6964 -0.42
C 0.1658 0.2109 -1.6368 -0.53
S -0.9078 1.6050 -2.1160 -0.34
H 1.0854 -2.0302 0.1430 0.31
H -0.2463 -1.6264 1.1807 0.26
H -1.3949 -0.3646 -0.1321 0.31
H -0.8609 -1.6049 -1.3009 0.29
H 1.0176 0.5807 -1.0821 0.29
H 0.5215 -0.3100 -2.5234 0.34
H -0.5109 2.5584 -1.2673 0.12
H -0.6444 1.2360 3.1507 0.22
H 0.4805 0.5408 2.0209 0.42
O 0.2648 1.2277 2.8362 -0.81
```



No. 3
Below is a 2-piece molecular cluster, C4H9NO2 overall at a distorted geometry, with properties calculated with wB97M-V/def2-TZVPD.

Results
Gap between HOMO and LUMO (eV): 9.872
Structure (SMILES): [H]/N=C\C(=C)O.CO
Relative energy (zero: lowest compared OMol25 entry of this formula, charge and spin) (kJ/mol): 265.38
HOMO (eV): -9.700
Calculated total energy (Eh): -362.98446
F_max (hartree/bohr): 0.0202

Structure (XYZ):
```
16
Properties=species:S:1:pos:R:3:mulliken_charge:R:1
H 1.0788 0.9294 -2.1066 0.22
N 1.5474 0.0426 -1.9243 -0.65
C 1.6232 -0.2910 -0.7164 -0.08
C 1.1213 0.4177 0.4770 1.03
C 0.4668 1.5825 0.4364 -1.43
O 1.3818 -0.2621 1.6215 -0.47
H 2.1194 -1.2302 -0.4910 0.41
H 0.2957 2.0975 -0.4915 0.32
H 0.1205 2.0754 1.3298 0.33
H 1.0394 0.2167 2.3868 0.30
C -1.8262 -1.2839 -0.1610 -0.53
O -2.2654 -0.0112 0.2441 -0.55
H -1.0350 -1.6670 0.4929 0.22
H -2.6881 -1.9451 -0.0960 0.28
H -1.4578 -1.2768 -1.1925 0.24
H -1.5218 0.6056 0.1909 0.37
```



No. 4
Below is one molecule with the formula C2H4N2OS at a distorted geometry, with properties calculated with wB97M-V/def2-TZVPD.

Results
Gap between HOMO and LUMO (eV): 9.568
Structure (SMILES): N/N=C\SC=O
Relative energy (zero: lowest compared OMol25 entry of this formula, charge and spin) (kJ/mol): 260.39
HOMO (eV): -9.063
Calculated total energy (Eh): -661.48635
F_max (hartree/bohr): 0.0332

Structure (XYZ):
```
10
Properties=species:S:1:pos:R:3:mulliken_charge:R:1
N -0.8480 0.9422 0.4591 -0.39
N -1.3780 -0.0795 -0.3420 -0.33
C -0.7541 -1.1810 -0.3296 -0.14
S 0.8323 -1.3386 0.4130 -0.13
C 1.6718 0.1299 -0.2872 0.15
O 2.8292 0.3642 -0.0763 -0.42
H -0.7182 0.6981 1.4597 0.24
H -1.4662 1.7082 0.3903 0.23
H -1.1541 -2.0210 -0.8200 0.44
H 0.9853 0.7776 -0.8670 0.35
```